# 1
C7H19LiO4 as an isolated structure, computed with ωB97M-V with the def2-TZVPD basis set.

ORCA input file:
```
! wB97M-V def2-TZVPD RIJCOSX def2/J DEFGRID3
* xyz 0 1
Li 0.33761 0.36964 -0.20065
C 3.38893 1.11159 -1.85093
C 2.96155 2.21436 -0.89868
O 1.82646 1.84696 -0.11850
H 3.82780 0.22011 -1.40287
H 4.21056 1.40284 -2.50527
H 2.60415 0.66481 -2.46135
H 2.84131 3.10067 -1.52166
H 3.74022 2.51454 -0.19749
C -2.59051 0.71280 1.48953
C -1.58799 0.20051 2.51835
C -1.96082 -1.04918 3.32322
O -0.33956 0.10709 1.88310
H -2.25309 1.63128 1.00928
H -3.58181 0.93632 1.88380
H -2.70357 -0.08816 0.75894
H -1.46378 1.00049 3.24823
H -3.01397 -1.01848 3.60254
H -1.41854 -1.21911 4.25336
H -1.95575 -1.98402 2.76273
H 0.29397 0.08765 2.60412
C -1.07771 -0.88431 -2.04240
C 0.03236 -1.92050 -1.74359
O 0.46393 -1.72056 -0.41901
O -0.56170 0.39317 -2.21672
H -1.75456 -1.02539 -1.19975
H -1.60219 -1.23226 -2.93233
H 0.87694 -1.85234 -2.42925
H -0.39450 -2.92189 -1.79954
H 1.31377 -2.12765 -0.23563
H -0.45950 0.52896 -3.16156
*
```

The value obtained for the energy is -586.567839 a.u. For the energy above the lowest of the compared OMol25 structures with the same formula, charge and spin, the calculation gives 24.20 kcal per mole.

# 2
A 2-piece molecular cluster, C7H19N5O2P overall, computed with ωB97M-V with the def2-TZVPD basis set.

ORCA input file:
```
! wB97M-V def2-TZVPD RIJCOSX def2/J DEFGRID3
* xyz 1 1
N 0.23030 -0.78010 1.56456
P 0.75361 -0.12277 0.24975
N 0.47153 -1.31882 -0.95644
C 0.43329 -0.83948 -2.38085
C 1.66305 -0.03872 -2.81140
C 3.01044 -0.61425 -2.42620
N 4.01329 -0.42788 -3.42445
O 3.22484 -1.17467 -1.37927
C -0.72750 -1.97422 -0.67985
N -1.90163 -1.34768 -0.31003
N -0.71246 -3.29081 -0.82336
H 0.93287 -0.82872 2.28652
H 2.10118 0.23448 0.30845
H -0.02296 0.98310 -0.13933
H -0.42776 -0.17884 -2.48735
H 0.29175 -1.67595 -3.05494
H 1.56927 1.00162 -2.50888
H 1.63883 -0.01961 -3.89510
H 4.71435 -1.13447 -3.21933
H 4.48122 0.45070 -3.21337
H -1.71937 -0.51428 0.25052
H -2.53347 -1.14690 -1.08020
H -1.41541 -3.78650 -1.34510
H 0.04200 -3.80976 -0.40074
C -2.81869 1.23209 3.30940
C -1.79020 2.08971 2.62390
O -1.35638 1.80397 1.52778
C -1.31951 3.31544 3.35833
H -3.06802 0.38237 2.67862
H -2.42378 0.86574 4.25745
H -3.72151 1.81317 3.50175
H -0.86866 3.02992 4.30959
H -2.16246 3.97972 3.55147
H -0.58207 3.84241 2.75812
*
```

The value obtained for the energy is -1043.441086 a.u.

# 3
A 2-piece molecular cluster, C7H19NO3PS overall, computed with ωB97M-V with the def2-TZVPD basis set.

ORCA input file:
```
! wB97M-V def2-TZVPD RIJCOSX def2/J DEFGRID3
* xyz 1 1
C 2.92092 0.09437 2.01650
C 0.38205 2.52795 -1.29417
C 0.88314 0.89751 -2.98500
C -1.68939 -0.44172 2.93359
C -3.22425 -2.80801 -0.70677
C 2.85359 -0.99203 0.96831
C 1.15399 0.35423 -0.52689
N 0.42656 1.01299 -1.60198
O -2.01149 -0.04503 -0.93389
O -2.02217 -0.02026 1.61280
O -2.81173 -2.05354 0.40251
P -1.85373 -0.88477 0.28855
S 2.60413 -0.37254 -0.74501
H 2.77685 -0.16727 3.03555
H 3.97652 0.55114 1.86020
H 2.20553 0.92959 1.86693
H -0.54404 2.99047 -1.56378
H 0.51349 2.60474 -0.19101
H 1.32326 2.93890 -1.73149
H 2.03314 0.86674 -2.93879
H 0.62579 -0.08507 -3.42264
H 0.65158 1.81350 -3.55784
H -1.48239 -1.51623 2.98875
H -2.50055 -0.30459 3.60253
H -0.90149 0.07297 3.36329
H -2.39507 -3.19316 -1.30109
H -3.67959 -2.06210 -1.37761
H -3.95312 -3.63964 -0.46333
H 2.13360 -1.80060 1.03031
H 3.78306 -1.51705 0.89797
H -0.47335 -1.45466 0.45291
H -0.55930 0.61559 -1.45846
*
```

The value obtained for the energy is -1297.827905 a.u. For the energy above the lowest of the compared OMol25 structures with the same formula, charge and spin, the calculation gives 21.74 kcal per mole.

# 4
A 2-piece molecular cluster, C7H19NP overall, computed with ωB97M-V with the def2-TZVPD basis set.

ORCA input file:
```
! wB97M-V def2-TZVPD RIJCOSX def2/J DEFGRID3
* xyz 1 1
C -0.21766 -2.51567 -0.82007
C 0.34619 -0.56047 -2.10851
C 1.87168 -1.47717 -0.28013
C -0.99472 1.60906 2.10554
C -1.52929 1.85739 -0.41016
C 0.46309 -1.18416 -0.78256
C -0.62193 1.81611 0.73517
N -0.18004 -0.37263 0.19689
P 1.19022 1.89709 0.46584
H -1.28521 -2.47599 -1.09025
H 0.35430 -2.97445 -1.70630
H -0.11236 -3.36116 -0.04195
H -0.73156 -0.68485 -2.47599
H 0.95212 -1.09092 -2.72638
H 0.76378 0.53111 -2.23569
H 2.30626 -2.33971 -0.67060
H 2.57782 -0.61431 -0.34389
H 1.77792 -1.56477 0.80805
H -2.08628 1.48869 2.53471
H -0.60150 2.41100 2.79551
H -0.48607 0.68020 2.45363
H -2.40128 1.19795 -0.33725
H -0.92020 1.49511 -1.29661
H -1.93134 2.86698 -0.37715
H -1.12675 -0.61333 0.14201
H 0.09185 -0.67521 1.18133
H 1.03495 2.02317 -0.85003
H 1.49099 3.30104 0.76201
*
```

The value obtained for the energy is -673.833150 a.u. For the energy above the lowest of the compared OMol25 structures with the same formula, charge and spin, the calculation gives 78.59 kcal per mole.

# 5
C7H20Cl2FN3O2 as an isolated structure, computed with ωB97M-V with the def2-TZVPD basis set.

ORCA input file:
```
! wB97M-V def2-TZVPD RIJCOSX def2/J DEFGRID3
* xyz 0 1
N -1.37389 -1.69738 -1.25164
H -2.34307 -1.48322 -1.43853
H -0.96362 -0.96049 -0.69597
H -0.90467 -1.77785 -2.14240
H -1.23164 -2.52998 -0.69789
F -0.61684 -0.13309 -0.13227
C 1.06132 4.02544 -2.53751
C 0.73083 2.64334 -1.96954
O -0.19585 2.59379 -1.21426
N 1.36299 1.60541 -2.48430
C 1.16325 0.21714 -1.97587
H 1.23933 4.75989 -1.75201
H 0.30118 4.50514 -3.15410
H 1.93083 3.97617 -3.19297
H 2.13811 1.85676 -3.08104
H 0.29301 -0.17800 -2.49994
H 0.98515 0.17936 -0.90119
H 1.90194 -0.48166 -2.36846
C -1.63101 0.13942 3.88604
C -1.21641 0.33276 2.48293
O -1.32296 1.41219 1.97640
N -0.80343 -0.71158 1.77539
C -0.67321 -2.02828 2.28291
H -2.71449 0.03832 3.94891
H -1.31943 1.00659 4.46830
H -1.17052 -0.72473 4.36489
H -0.49592 -0.50067 0.83674
H 0.14901 -2.11261 2.99350
H -0.58547 -2.81131 1.52975
H -1.60939 -2.30918 2.76537
C 1.47609 -1.68058 0.00488
Cl 2.35341 -2.16928 1.50006
Cl 2.28901 -2.13091 -1.54759
H 0.55699 -2.25150 0.13685
H 1.23934 -0.61958 0.08442
*
```

The value obtained for the energy is -1613.497124 a.u.

# 6
C7H20ClInNO4S2 as an isolated structure, computed with ωB97M-V with the def2-TZVPD basis set.

ORCA input file:
```
! wB97M-V def2-TZVPD RIJCOSX def2/J DEFGRID3
* xyz -1 1
C 2.52725 -0.59815 2.11184
C 2.29856 0.60931 1.17657
C 1.12039 0.32945 0.24296
Cl 1.30887 1.21226 -1.32800
In -0.79721 0.86610 1.22246
O -2.08671 -0.88971 0.97719
N -1.34905 -1.95027 0.92446
O -1.81517 -2.85011 0.25807
H 1.79232 -1.38792 1.94066
H 2.44698 -0.30931 3.16117
H 3.52337 -1.02426 1.97149
H 3.20148 0.78712 0.58476
H 2.09914 1.48853 1.78912
H 1.09699 -0.72971 -0.01308
H -1.64901 2.20214 0.49091
H -0.51114 1.05441 2.95169
C 1.28377 6.36569 0.87893
S 1.69625 4.89662 -0.07921
O 1.96655 3.83785 0.91845
C 3.30469 5.48705 -0.63424
H 0.32169 6.17583 1.35020
H 2.04871 6.52064 1.63952
H 1.20881 7.23019 0.21804
H 3.92248 5.71148 0.23521
H 3.17601 6.37021 -1.26101
H 3.75319 4.68298 -1.21425
C -3.92198 -4.50368 -1.35302
S -3.31516 -5.10952 -2.92196
O -4.47166 -5.14884 -3.86247
C -3.05538 -6.80505 -2.37791
H -4.17391 -3.45337 -1.47466
H -4.80599 -5.07931 -1.07571
H -3.13771 -4.58414 -0.60281
H -3.99950 -7.21058 -2.01426
H -2.29830 -6.81765 -1.59403
H -2.70962 -7.37628 -3.23708
*
```

The value obtained for the energy is -2080.994645 a.u.

# 7
C7H20F13N2O25S7Y2 as an isolated structure, computed with ωB97M-V with the def2-TZVPD basis set.

ORCA input file:
```
! wB97M-V def2-TZVPD RIJCOSX def2/J DEFGRID3
* xyz 1 1
Y 3.78265 -7.78175 13.55299
Y 5.63567 1.10914 14.96755
C 8.52553 -3.48969 11.38344
F 9.26518 -4.56088 11.03887
F 9.32004 -2.45395 11.42513
F 7.61972 -3.24479 10.41713
S 7.73130 -3.78821 13.08439
O 6.66390 -4.80450 12.86198
O 8.80911 -4.20633 13.97203
O 7.26155 -2.44459 13.45158
C -0.16242 -2.38418 13.44416
F 0.28523 -2.35013 12.19054
F -0.59132 -1.16808 13.82659
F -1.08506 -3.27401 13.57287
S 1.31822 -2.77459 14.63242
O 2.34501 -1.65353 14.50716
O 0.79727 -2.89595 16.00449
O 1.90663 -4.07978 14.21290
C -2.16831 -7.66219 16.73574
F -1.61324 -8.18769 17.84082
F -3.48337 -7.95612 16.79637
F -2.12084 -6.33796 16.63131
S -1.36309 -8.52143 15.17839
O -1.61906 -9.94730 15.30463
O -1.92888 -7.91366 13.89984
O 0.10399 -8.31221 15.31025
N 5.48173 0.47325 18.65137
S 5.30725 -0.75809 19.57706
O 3.98902 -0.99123 20.17192
O 6.51314 -1.26455 20.26748
F 5.34342 -1.73712 18.31972
S 5.78691 1.39087 20.07011
O 7.18963 1.45968 20.46866
O 4.75539 1.44670 21.11598
F 5.50531 2.75206 19.24971
N 5.83790 1.50884 11.39546
S 6.84392 1.96845 10.33976
O 6.97948 3.38832 10.28190
O 7.16416 1.16756 9.17016
F 8.03547 1.58178 11.33142
S 4.61400 1.12912 10.25172
O 4.37639 -0.28440 10.16817
O 4.25271 2.00158 9.13008
F 3.55490 1.60455 11.35486
O 4.80473 -6.79986 16.88793
H 4.29430 -6.63094 17.67985
H 5.70670 -6.88387 17.19714
O 2.56410 2.79324 15.66280
H 2.09146 3.59390 15.43523
H 1.96286 2.31329 16.23236
O 0.22722 0.83469 18.06330
H 0.33385 -0.08454 17.81862
H -0.71764 0.98406 18.02928
O 1.21896 -6.73123 11.00581
H 0.31506 -6.91419 11.26218
H 1.18113 -6.61987 10.05586
C -5.22360 -0.21936 16.29248
C -5.78170 -1.66625 16.32328
O -6.79013 -1.92827 17.35383
O -4.28897 0.10887 17.31007
H -6.07251 0.46276 16.24569
H -4.68530 -0.06152 15.35790
H -4.95937 -2.36519 16.47606
H -6.32483 -1.93873 15.41837
H -7.37259 -2.60958 17.01011
H -4.65749 -0.17379 18.15025
C 3.84059 -7.32768 21.95369
C 2.71479 -6.46692 21.49471
O 2.71908 -6.07272 20.16186
O 5.00886 -6.64684 21.87897
H 4.00088 -8.20452 21.32635
H 3.71788 -7.68253 22.97698
H 2.65601 -5.54549 22.07405
H 1.75826 -6.97011 21.63599
H 1.97908 -5.50540 19.93352
H 5.30908 -6.62059 20.96749
*
```

The value obtained for the energy is -6430.277271 a.u.

# 8
One molecule with the formula C7H20N3OP, computed with ωB97M-V with the def2-TZVPD basis set.

ORCA input file:
```
! wB97M-V def2-TZVPD RIJCOSX def2/J DEFGRID3
* xyz 0 1
C 1.62922 -1.76186 2.01688
C 2.83146 0.57280 -0.96299
C -3.20356 0.21443 -0.92009
C -1.88478 -1.84552 -0.35858
C 1.27963 -0.34758 1.65117
C 1.74513 -0.46701 -0.82440
C -1.84916 -0.45488 -0.98266
N -0.45947 3.22937 -0.03585
N -0.33328 2.04347 -0.77760
N 0.76505 -0.27227 0.26648
O -1.42123 1.02265 1.71296
P -0.75338 0.53405 -0.00246
H 1.02373 -2.47799 1.47945
H 2.69153 -1.92959 1.80910
H 1.64389 -1.98221 3.10323
H 2.66835 1.24678 -1.86194
H 2.91145 1.12931 -0.06670
H 3.79185 0.03008 -1.07682
H -3.06252 1.15378 -1.23607
H -4.03191 -0.33575 -1.38669
H -3.48270 0.43759 0.18555
H -0.73523 -2.12783 -0.28205
H -2.44152 -2.65826 -0.81763
H -2.24483 -1.73156 0.75163
H 0.37305 0.00594 2.20341
H 2.00542 0.52573 1.71480
H 1.17330 -0.47714 -1.82858
H 2.29069 -1.34811 -0.90404
H -1.64877 -0.58533 -2.01138
H -0.99233 3.14301 0.77655
H 0.47148 3.50453 0.38655
H -0.75058 2.00938 -1.72124
*
```

As for the SMILES: CCN(CC)[P@@](=O)(NN)C(C)C. The value obtained for the energy is -859.441064 a.u. For the energy above the lowest of the compared OMol25 structures with the same formula, charge and spin, the calculation gives 65.00 kcal per mole.